CH2N2O | ωB97M-V with the def2-TZVPD basis set

**LUMO level (alpha / beta)**: 0.67 / 0.65 eV
**2S+1**: 1
**Energy**: -6091.9096 eV

Each atom is followed by the atoms it is bonded to, with distances in Å.
Geometry (Å):
1 C -0.03 -0.51 -0.93  N2 1.104, H5 1.054
2 N 0.14 -0.64 0.16  C1 1.104
3 N 0.50 2.01 2.16  O4 1.230
4 O 0.96 0.87 2.10  N3 1.230, H6 1.006
5 H -0.27 -0.37 -1.94  C1 1.054
6 H 0.45 0.29 1.46  O4 1.006

Results of the Mulliken charge analysis, in e, for atoms 1 through 4: -0.01 -0.33 -0.22 -0.28

---

C4H8N2S | ωB97M-V with the def2-TZVPD basis set

**LUMO level**: 0.72 eV
**2S+1**: 1
**Energy**: -18089.3863 eV

Each atom is followed by the atoms it is bonded to, with distances in Å.
Geometry (Å):
1 C 1.31 1.29 -0.02  C2 1.437, H8 1.235, H9 1.165, H10 1.103
2 C 1.08 -0.05 -0.50  C1 1.437, C3 1.549, N4 1.581, H11 1.069
3 C 1.00 -1.17 0.56  C2 1.549, N4 1.504, H12 1.121, H13 1.097
4 N -0.23 -0.89 -0.26  C2 1.581, C3 1.504, N5 1.465
5 N -1.35 -0.02 0.12  N4 1.465, C6 1.335, H14 1.004
6 C -2.48 -0.52 -0.39  N5 1.335, S7 1.676, H15 1.084
7 S -3.93 0.16 0.09  C6 1.676
8 H 0.58 1.71 0.88  C1 1.235
9 H 2.39 1.53 0.32  C1 1.165
10 H 1.04 1.97 -0.84  C1 1.103
11 H 1.65 -0.50 -1.29  C2 1.069
12 H 1.05 -1.02 1.67  C3 1.121
13 H 1.45 -2.06 0.11  C3 1.097
14 H -1.29 0.74 0.77  N5 1.004
15 H -2.26 -1.18 -1.22  C6 1.084

Results of the Mulliken charge analysis, in e, for atoms 1 through 4: -1.05 0.00 -0.38 -0.36

---

C18H25N3O2 | ωB97M-V with the def2-TZVPD basis set

**LUMO level**: 0.76 eV
**2S+1**: 1
**Energy**: -27638.0456 eV

Each atom is followed by the atoms it is bonded to, with distances in Å.
Geometry (Å):
1 C -6.26 -2.66 1.07  C2 1.520, H24 1.087, H25 1.086, H26 1.086
2 C -6.20 -1.55 0.03  C1 1.520, O3 1.412, H27 1.102, H28 1.100
3 O -4.85 -1.29 -0.26  C2 1.412, C4 1.408
4 C -4.63 -0.36 -1.30  O3 1.408, C5 1.536, H29 1.094, H30 1.101
5 C -4.90 1.10 -0.91  C4 1.536, C6 1.535, H31 1.091, H32 1.090
6 C -4.26 1.46 0.44  C5 1.535, N7 1.441, H33 1.093, H34 1.093
7 N -2.86 1.11 0.49  C6 1.441, C8 1.353, H35 1.007
8 C -1.88 1.99 0.18  N7 1.353, O9 1.218, C10 1.493
9 O -2.11 3.17 -0.05  C8 1.218
10 C -0.50 1.43 0.16  C8 1.493, C11 1.404, C15 1.386
11 C 0.54 2.33 0.43  C10 1.404, C12 1.376, H36 1.079
12 C 1.87 1.94 0.43  C11 1.376, C13 1.388, H37 1.080
13 C 2.14 0.61 0.15  C12 1.388, C14 1.417, N18 1.372
14 C 1.09 -0.31 -0.14  C13 1.417, C15 1.389, N16 1.372
15 C -0.23 0.10 -0.13  C10 1.386, C14 1.389, H38 1.079
16 N 1.64 -1.54 -0.40  C14 1.372, C17 1.296
17 C 2.92 -1.38 -0.28  N16 1.296, N18 1.364, H39 1.073
18 N 3.30 -0.11 0.05  C13 1.372, C17 1.364, C19 1.441
19 C 4.64 0.36 0.23  N18 1.441, C20 1.544, C23 1.546, H40 1.093
20 C 5.43 0.35 -1.10  C19 1.544, C21 1.527, H41 1.089, H42 1.091
21 C 6.82 -0.18 -0.73  C20 1.527, C22 1.526, H43 1.088, H44 1.091
22 C 6.53 -1.20 0.36  C21 1.526, C23 1.529, H45 1.089, H46 1.091
23 C 5.46 -0.51 1.21  C19 1.546, C22 1.529, H47 1.089, H48 1.090
24 H -5.76 -2.35 1.98  C1 1.087
25 H -7.30 -2.90 1.30  C1 1.086
26 H -5.77 -3.55 0.69  C1 1.086
27 H -6.72 -1.86 -0.89  C2 1.102
28 H -6.70 -0.65 0.41  C2 1.100
29 H -3.58 -0.48 -1.57  C4 1.094
30 H -5.24 -0.63 -2.17  C4 1.101
31 H -5.97 1.29 -0.85  C5 1.091
32 H -4.48 1.74 -1.69  C5 1.090
33 H -4.33 2.54 0.60  C6 1.093
34 H -4.77 0.93 1.25  C6 1.093
35 H -2.64 0.14 0.63  N7 1.007
36 H 0.28 3.35 0.63  C11 1.079
37 H 2.65 2.65 0.64  C12 1.080
38 H -1.00 -0.61 -0.38  C15 1.079
39 H 3.63 -2.17 -0.42  C17 1.073
40 H 4.56 1.38 0.61  C19 1.093
41 H 5.47 1.33 -1.56  C20 1.089
42 H 4.95 -0.34 -1.79  C20 1.091
43 H 7.34 -0.61 -1.58  C21 1.088
44 H 7.43 0.63 -0.32  C21 1.091
45 H 7.41 -1.46 0.94  C22 1.089
46 H 6.13 -2.12 -0.09  C22 1.091
47 H 4.81 -1.22 1.73  C23 1.089
48 H 5.93 0.12 1.96  C23 1.090

Results of the Mulliken charge analysis, in e, for atoms 1 through 4: -1.31 -0.12 -0.34 -0.60

---

Short version: energy above the lowest of the compared OMol25 structures with the same formula, charge and spin = 492.3; 420.3; 120.9 kJ/mol, in the order given.